No. 1
{
  "formula": "C37H29BrIN7OTi",
  "method": "the ωB97M-V functional and the def2-TZVPD basis",
  "species": ["N", "C", "C", "H", "C", "C", "C", "C", "C", "C", "C", "C", "N", "H", "C", "H", "H", "H", "H", "I", "H", "H", "C", "H", "H", "N", "C", "C", "N", "C", "C", "H", "Ti", "N", "C", "C", "C", "C", "N", "C", "C", "H", "H", "C", "C", "H", "N", "H", "H", "H", "C", "H", "H", "Br", "H", "C", "C", "C", "H", "H", "C", "C", "C", "H", "C", "C", "O", "C", "H", "H", "C", "H", "C", "H", "C", "H", "H"],
  "xyz": [[-1.6246, 0.4229, -2.2369], [3.4370, 0.8839, 1.6866], [2.2705, 2.5326, -3.5658], [-3.4431, 4.0144, 0.7887], [-5.2977, -1.2237, -3.4332], [2.9917, 1.8004, -2.6310], [-4.7106, -0.2393, -4.2204], [0.9594, 0.8286, -1.7082], [0.4524, -1.8864, 4.6998], [-0.8801, -1.6599, 4.8839], [-2.2812, 2.2864, 0.0212], [0.8983, 2.3751, -3.6312], [-1.9481, 3.0644, 2.0155], [-5.0962, -2.4420, -1.6787], [0.2737, 1.5184, -2.7247], [2.7804, 3.1879, -4.2591], [-1.9843, 3.6259, 2.8490], [-5.1894, 0.0715, -5.1394], [1.9708, -3.2105, 1.3296], [1.3062, 4.2140, 0.2729], [0.3845, 0.7204, 2.6001], [3.1424, -0.1519, 1.8235], [-3.4666, -1.0675, -1.8938], [2.9481, 0.4167, -1.0123], [-4.8860, -0.6474, 2.8250], [2.4927, 1.6970, 1.2065], [-2.6982, 3.2449, 0.8803], [-2.9035, -0.0540, -2.6580], [-1.2686, 1.5368, 0.6059], [4.7218, 1.3016, 1.9809], [-3.1011, -1.1390, 3.8962], [3.7342, -3.7467, -0.2709], [-0.4078, -0.3211, -0.5006], [0.6676, -1.6621, 0.9693], [-1.7196, -1.4079, 3.7722], [0.2164, -1.6743, 2.3086], [1.8728, -2.7841, -0.7853], [-0.1643, 1.6074, 2.8932], [-1.0723, 1.2397, -3.0023], [1.3194, -2.8031, -3.1357], [1.0073, -1.8927, 3.4031], [-1.3107, -1.6616, 5.8771], [-2.9232, -1.4490, -1.0392], [0.9681, -2.4614, -1.8209], [-3.1793, -0.8433, 1.5283], [-3.0451, 1.0977, -4.4617], [-1.9042, -1.1108, 1.3589], [2.0699, -2.0603, 3.2785], [4.2714, 4.5415, 1.1162], [-0.7103, 1.4016, 3.8164], [3.0673, -3.4669, -1.0772], [-2.6379, 2.1030, -0.9738], [0.6255, -2.5579, -3.9285], [5.0200, -4.6354, -2.7695], [-3.7484, -0.5747, 0.6467], [-1.1007, 2.0341, 1.8218], [3.3934, -3.7586, -2.3739], [2.8150, 2.9594, 1.0199], [0.5657, 2.3939, 3.0866], [2.7777, -3.6648, -4.4312], [5.0402, 2.6370, 1.7739], [2.3425, 0.9687, -1.7207], [1.5239, -2.5463, 0.5867], [0.3054, 2.8724, -4.3884], [-3.8279, -0.8624, 2.7765], [-1.1694, -1.4008, 2.4743], [-0.2014, -1.8930, -1.5833], [2.5149, -3.4230, -3.4102], [6.0330, 3.0083, 1.9919], [-6.2324, -1.6743, -3.7389], [4.0698, 3.4941, 1.2867], [4.0726, 1.8768, -2.6107], [-4.6681, -1.6458, -2.2735], [-3.5615, -1.1517, 4.8766], [-3.5104, 0.3393, -3.8491], [5.4540, 0.6016, 2.3587], [1.0965, -2.0645, 5.5502]],
  "forces_ev_per_angstrom": [[0.249, -0.059, -0.073], [0.041, 0.036, -0.037], [0.000, 0.017, -0.013], [-0.002, -0.008, 0.004], [-0.015, 0.002, -0.010], [0.004, -0.018, 0.044], [-0.013, 0.025, -0.009], [-0.298, -0.057, 0.172], [-0.008, 0.007, 0.028], [0.006, -0.001, 0.016], [0.116, 0.091, -0.037], [-0.034, -0.005, -0.009], [-0.001, -0.017, 0.008], [0.003, 0.003, 0.002], [0.261, 0.037, -0.002], [-0.005, -0.002, -0.001], [0.001, 0.012, 0.005], [0.005, 0.001, 0.002], [-0.008, -0.008, -0.001], [0.053, 0.015, -0.045], [0.030, 0.092, 0.002], [0.002, 0.001, 0.015], [0.064, -0.001, -0.033], [0.004, 0.000, 0.012], [0.005, 0.001, 0.003], [-0.055, -0.054, 0.194], [-0.019, -0.019, 0.022], [-0.006, -0.266, -0.148], [-0.010, -0.130, -0.110], [-0.008, -0.027, -0.010], [0.014, -0.008, -0.006], [-0.004, 0.004, 0.000], [-0.133, -0.627, 0.201], [0.057, 0.310, -0.334], [-0.005, -0.016, -0.065], [-0.025, -0.045, 0.001], [-0.030, 0.036, -0.018], [0.062, 0.032, -0.026], [-0.227, -0.074, -0.059], [-0.041, -0.022, -0.013], [0.006, -0.027, -0.055], [0.001, 0.000, -0.003], [-0.010, -0.017, 0.011], [0.067, 0.000, -0.062], [-0.010, -0.001, -0.024], [0.015, -0.015, -0.010], [-0.025, 0.117, 0.004], [0.000, 0.004, 0.006], [0.002, -0.007, -0.009], [0.017, -0.021, -0.021], [0.002, 0.007, 0.019], [0.008, 0.011, -0.003], [0.003, 0.003, 0.004], [-0.019, 0.014, -0.003], [0.024, -0.005, -0.013], [0.022, 0.062, -0.018], [0.014, -0.013, -0.019], [-0.055, -0.010, 0.009], [0.000, 0.026, 0.009], [0.000, -0.003, 0.003], [0.011, 0.014, 0.010], [0.026, 0.018, -0.013], [-0.026, -0.006, 0.045], [0.001, 0.001, 0.006], [-0.030, 0.005, 0.033], [0.021, -0.099, -0.014], [-0.034, 0.431, 0.284], [0.012, 0.000, 0.010], [-0.004, 0.000, -0.003], [0.003, 0.000, 0.002], [-0.003, 0.016, -0.028], [-0.004, 0.002, 0.001], [0.003, -0.004, 0.020], [0.002, 0.002, 0.000], [-0.061, 0.235, 0.148], [-0.006, 0.002, 0.003], [0.002, 0.001, -0.003]],
  "total_charge": 1,
  "s_squared": 0.75,
  "homo_lumo_gap_ev": [7.30, 7.33],
  "spin_multiplicity": 2
}


No. 2
{
  "formula": "C6H12O",
  "method": "the ωB97M-V functional and the def2-TZVPD basis",
  "species": ["C", "H", "H", "H", "H", "C", "H", "H", "H", "C", "H", "H", "H", "H", "C", "C", "C", "H", "O"],
  "xyz": [[0.9451, 0.7979, 0.5505], [-0.5697, 2.8881, -0.4251], [0.0071, -3.1881, -0.4541], [-0.7277, 2.3575, -2.0173], [-2.6158, 2.0607, -0.2803], [0.4371, 0.9757, -0.7044], [2.1341, -1.9166, 2.2588], [1.3338, -0.4990, 3.0889], [2.4015, -0.7734, 0.2403], [1.5701, -1.0023, 2.1243], [-2.4521, 0.8935, -1.5507], [0.6739, 1.4924, 1.3599], [-1.6151, 0.6571, 0.1512], [-0.9682, -3.9225, -1.1094], [1.6592, -0.3667, 0.9890], [-0.6025, 1.9400, -1.0378], [-2.0046, 1.2757, -0.6732], [0.5483, 0.3228, -1.5987], [-0.1546, -3.9927, -0.9120]],
  "forces_ev_per_angstrom": [[-1.119, 1.035, -1.200], [0.340, -1.025, -0.162], [0.711, 1.017, 0.747], [0.802, -0.357, -0.968], [-0.635, 0.313, 0.278], [1.119, -0.602, 0.091], [0.018, -0.042, -0.018], [-0.888, -0.521, -0.915], [-1.317, -0.020, 0.445], [1.086, 0.094, 2.781], [-0.488, -1.220, -0.481], [-0.162, -0.022, -0.521], [-1.537, -0.605, -0.484], [-9.509, 0.330, -2.549], [1.700, -0.603, -2.767], [-2.289, 2.556, 1.630], [2.603, 1.230, 1.067], [0.751, -0.253, 1.194], [8.815, -1.307, 1.832]],
  "smiles": "C=C/C=C/CC.O",
  "total_charge": 0,
  "homo_lumo_gap_ev": 9.56
}